This record from OMol25 describes a molecular structure, CH2FGdLiO. The level of theory is wB97M-V/def2-TZVPD.

The multiplicity is 9. The calculation puts the orbital gap (spin up / spin down) at 8.0081 / 7.7917 eV. Its total energy is -26853.2920 eV. The charge is +2. Its expectation value of S² is 20.41. Its max |F| is 0.053 Eh/bohr.

Atoms and positions in Å:
C: 0.59 -0.61 0.07
O: -1.64 0.77 0.50
Gd: -1.74 -0.92 -0.67
Li: -0.42 2.01 -0.30
F: 1.02 0.79 -0.14
H: 1.34 -1.13 -0.55
H: 0.85 -0.91 1.09

=====

This record from OMol25 describes a molecular structure, C33H34Br2N2OZn. The level of theory is wB97M-V/def2-TZVPD.

For the energy above the lowest of the compared OMol25 structures with the same formula, charge and spin, the calculation gives 0.00 kcal per mole. The calculation puts the orbital gap at 7.5447 eV. Its total energy is -228305.8967 eV. Its max |F| is 0.059 Eh/bohr.

Atoms and positions in Å:
C: -2.23 3.26 3.67
N: -1.72 2.98 2.35
C: -1.52 4.01 1.47
O: -1.87 5.17 1.63
C: -0.75 3.44 0.29
C: 0.65 4.04 0.26
C: 1.43 3.74 1.52
C: 1.19 4.46 2.70
C: 1.85 4.12 3.88
C: 2.79 3.09 3.88
C: 3.10 2.42 2.69
C: 2.42 2.76 1.51
N: -0.82 2.01 0.52
C: -0.34 1.14 -0.41
C: -0.47 -0.21 -0.39
C: 0.13 -1.12 -1.44
C: 0.33 -2.59 -0.99
C: 1.26 -3.40 -1.66
C: 1.52 -4.69 -1.24
C: 0.79 -5.24 -0.17
C: -0.15 -4.44 0.50
C: -0.39 -3.13 0.07
C: -1.35 1.66 1.86
C: -0.32 1.01 2.83
C: -1.16 0.28 3.87
C: -2.55 0.02 3.24
C: -2.61 0.75 1.90
H: -2.82 4.17 3.61
H: -2.86 2.43 4.00
H: -1.42 3.41 4.39
H: -1.29 3.69 -0.63
H: 1.19 3.68 -0.62
H: 0.53 5.13 0.18
H: 0.49 5.30 2.68
H: 1.63 4.68 4.80
H: 3.31 2.82 4.81
H: 3.86 1.64 2.66
H: 2.66 2.25 0.57
H: 0.15 1.62 -1.26
H: -0.97 -0.66 0.47
H: 1.17 -0.76 -1.58
H: 1.74 -3.00 -2.57
H: 2.28 -5.29 -1.76
H: 0.96 -6.26 0.15
H: -0.71 -4.83 1.34
H: -1.18 -2.55 0.55
H: 0.33 0.33 2.27
H: 0.32 1.80 3.26
H: -0.69 -0.66 4.17
H: -1.26 0.89 4.78
H: -2.68 -1.06 3.08
H: -3.36 0.34 3.90
H: -3.50 1.39 1.80
H: -2.59 0.07 1.05
Br: 4.34 -1.14 -2.12
Zn: 4.23 -3.35 -2.64
Br: 4.71 -5.35 -3.59
C: 0.60 -0.58 -4.81
C: 0.11 0.03 -3.68
C: -0.58 -0.99 -2.75
C: -0.64 -2.22 -3.69
C: 0.08 -1.94 -4.87
C: 0.16 -2.89 -5.89
C: -0.69 -4.00 -5.84
C: -1.46 -4.26 -4.69
C: -1.35 -3.41 -3.57
H: 1.25 -0.19 -5.59
H: 0.17 1.08 -3.43
H: -1.62 -0.68 -2.56
H: 0.87 -2.71 -6.70
H: -0.73 -4.69 -6.68
H: -2.12 -5.13 -4.65
H: -1.83 -3.68 -2.63